1.
Density functional theory data (wB97M-V/def2-TZVPD) for 2 unconnected molecules or ions with the total composition C6H7O2S2 at a distorted geometry.

Output
net charge = -1
energy = -1179.6220 Ha
LUMO level = 3.1 eV
relative energy (zero: lowest compared OMol25 entry of this formula, charge and spin) = 171.5 kJ/mol
Kohn-Sham gap = 0.215 Eh

Element x y z (Å)
C1 1.79673 -0.01460 -1.03343
C2 0.75254 0.62874 -0.54415
C3 4.23043 1.06203 -0.00078
C4 -0.11612 -0.97684 0.90425
C5 0.26111 -2.23018 0.04906
C6 0.69380 2.13761 -0.46169
O1 4.36925 1.91878 -0.80766
O2 -0.43695 0.11642 0.07596
S1 4.23776 -0.01848 1.09531
S2 1.72291 -1.75923 -0.96939
H1 -0.99153 -1.11328 1.40470
H2 0.60916 -0.81630 1.68915
H3 0.51797 -2.88194 0.92262
H4 -0.50542 -2.71609 -0.58395
H5 1.62981 2.60291 -0.89397
H6 0.81306 2.26841 0.71774
H7 -0.35331 2.34101 -0.88716

***

2.
Density functional theory data (wB97M-V/def2-TZVPD) for C6H7O3P in the gas phase at a distorted geometry.

Output
energy = -799.6295 Ha
LUMO level (alpha / beta) = 0.7 / -1.5 eV
multiplicity = 3
relative energy (zero: lowest compared OMol25 entry of this formula, charge and spin) = 199.7 kJ/mol
Kohn-Sham gap (alpha / beta) = 0.304 / 0.232 Eh

Element x y z (Å)
C1 3.10689 -2.09524 -0.71193
C2 2.28188 -0.95583 -1.01953
C3 2.53599 -2.91055 0.09006
C4 1.05226 -0.51089 -0.72132
C5 -1.03881 0.29001 1.51418
C6 -2.13787 1.02514 0.96181
O1 0.32814 -1.69584 1.52871
O2 1.95403 -3.65199 0.73255
O3 0.32856 0.29017 -1.48235
P1 -0.45498 -0.98487 0.35045
H1 4.02369 -2.27151 -1.22367
H2 2.64609 -0.33234 -1.97976
H3 -2.21542 1.88401 1.75190
H4 -2.25567 1.28564 -0.15102
H5 -3.07201 0.41368 1.20616
H6 0.49338 -1.06240 2.15335
H7 0.97195 0.92418 -1.87099

***

3.
Density functional theory data (wB97M-V/def2-TZVPD) for a gas-phase ion, C6H7O5S (charge -1) at a distorted geometry.

Output
net charge = -1
energy = -1007.2022 Ha
LUMO level (alpha / beta) = 3.1 / 3.1 eV
relative energy (zero: lowest compared OMol25 entry of this formula, charge and spin) = 82.7 kJ/mol
Kohn-Sham gap (alpha / beta) = 0.232 / 0.232 Eh

Element x y z (Å)
C1 0.98034 0.02855 1.35447
C2 -0.14505 0.18477 0.47504
C3 -0.74311 1.37991 -0.04788
C4 -0.66484 -1.14549 0.28707
C5 1.35040 -1.35277 1.35365
C6 -2.40202 2.02930 -1.60225
O1 4.06817 -1.01693 0.50164
O2 -0.25609 2.49559 -0.10287
O3 2.97160 -2.99372 -0.43351
O4 0.27633 -2.07679 0.84225
O5 -1.96123 1.09589 -0.59156
S1 2.85301 -1.52184 -0.15058
H1 1.59057 0.96035 1.55845
H2 -1.65353 -1.47004 0.66661
H3 -0.75017 -1.51515 -0.80312
H4 1.74578 -1.89015 2.16707
H5 -2.94834 2.82876 -1.22057
H6 -2.90739 1.47281 -2.38222
H7 -1.40441 2.50695 -1.87167